# 1
The following is a quantum chemistry calculation of a cluster of 13 separate species, C78H65N13O26 in total at a distorted geometry, from OMol25.

Geometry as XYZ:
```
182
Properties=species:S:1:pos:R:3
C 1.491 5.066 4.094
C 0.365 5.802 3.742
C -0.799 5.583 4.421
C -0.878 4.507 5.272
C 0.251 3.800 5.587
C 1.461 4.022 5.040
N -2.088 4.214 6.033
O -3.148 4.532 5.485
O -1.968 3.581 7.070
H 2.353 5.205 3.458
H 0.320 6.365 2.822
H -1.650 6.171 4.110
H 0.364 3.042 6.349
H 2.391 3.610 5.405
C 0.794 -0.706 1.770
C 0.549 0.621 1.408
C 0.252 0.904 0.060
C -0.114 -0.134 -0.825
C -0.034 -1.487 -0.327
C 0.471 -1.773 0.925
N -0.796 0.107 -2.055
O -0.993 1.286 -2.268
O -1.452 -0.769 -2.524
H 1.047 -1.001 2.778
H 0.535 1.506 2.027
H 0.283 1.933 -0.268
H -0.131 -2.340 -0.982
H 0.636 -2.819 1.141
C -0.915 -4.138 -4.994
C -0.170 -3.996 -6.154
C 1.228 -4.040 -5.958
C 1.868 -4.329 -4.769
C 1.103 -4.339 -3.587
C -0.268 -4.270 -3.723
N 3.422 -4.482 -4.904
O 3.971 -4.537 -5.962
O 4.088 -4.463 -3.869
H -1.985 -4.142 -5.141
H -0.508 -4.127 -7.171
H 1.871 -4.056 -6.826
H 1.441 -4.482 -2.571
H -0.800 -4.400 -2.792
C 3.573 -3.230 6.573
C 2.860 -4.392 6.362
C 1.712 -4.693 7.016
C 1.314 -3.977 8.166
C 2.110 -2.890 8.523
C 3.221 -2.557 7.740
N -0.032 -4.150 8.811
O -0.327 -3.332 9.725
O -0.877 -4.942 8.375
H 4.349 -2.970 5.869
H 3.276 -4.847 5.476
H 1.052 -5.463 6.645
H 1.857 -2.274 9.374
H 3.728 -1.701 8.160
C -2.367 -5.925 4.921
C -3.199 -6.438 4.014
C -3.061 -6.242 2.614
C -1.856 -5.589 2.205
C -0.877 -5.198 3.179
C -1.220 -5.357 4.499
N -1.620 -5.369 0.760
O -2.236 -6.055 -0.036
O -0.734 -4.521 0.403
H -2.518 -5.873 5.990
H -4.130 -6.954 4.200
H -3.870 -6.533 1.961
H 0.046 -4.665 3.009
H -0.454 -5.054 5.197
C -3.957 -4.076 -2.446
C -3.793 -2.710 -2.125
C -4.403 -1.718 -2.912
C -4.961 -2.049 -4.107
C -5.056 -3.442 -4.446
C -4.642 -4.460 -3.635
N -5.677 -1.066 -4.833
O -6.550 -1.349 -5.647
O -5.289 0.131 -4.646
H -3.652 -4.794 -1.699
H -3.409 -2.505 -1.137
H -4.256 -0.722 -2.522
H -5.496 -3.701 -5.398
H -4.650 -5.514 -3.870
C -1.529 1.006 -6.264
C -0.890 -0.256 -6.088
C 0.253 -0.543 -6.821
C 0.759 0.386 -7.739
C -0.010 1.592 -7.997
C -1.117 1.842 -7.242
N 1.972 0.128 -8.487
O 1.944 0.697 -9.608
O 2.798 -0.645 -8.117
H -2.247 1.362 -5.540
H -1.263 -1.031 -5.436
H 0.689 -1.521 -6.674
H 0.442 2.262 -8.714
H -1.673 2.767 -7.254
C 2.074 4.024 -6.998
C 1.404 4.633 -5.935
C 1.679 4.314 -4.523
C 2.635 3.269 -4.229
C 3.256 2.591 -5.349
C 2.913 2.930 -6.677
N 2.932 3.101 -2.799
O 2.579 3.974 -2.072
O 3.421 2.018 -2.464
H 1.859 4.256 -8.031
H 0.789 5.491 -6.163
H 1.224 4.950 -3.779
H 4.035 1.890 -5.087
H 3.489 2.491 -7.478
C 3.582 2.604 0.932
C 3.438 2.138 2.243
C 4.120 2.782 3.321
C 4.724 3.999 3.015
C 4.778 4.537 1.766
C 4.332 3.770 0.647
N 5.303 4.708 4.237
O 5.386 4.194 5.354
O 5.625 5.913 3.996
H 2.988 2.368 0.062
H 2.924 1.196 2.366
H 3.838 2.387 4.285
H 5.354 5.399 1.464
H 4.496 4.097 -0.369
C 4.840 -0.814 -1.359
C 5.289 -0.895 -0.055
C 5.018 -1.980 0.839
C 4.270 -3.033 0.218
C 3.755 -2.930 -1.097
C 4.023 -1.831 -1.860
N 3.810 -4.126 1.104
O 4.055 -4.177 2.287
O 3.183 -5.045 0.590
H 5.008 0.080 -1.942
H 5.720 0.001 0.366
H 5.200 -1.945 1.903
H 3.132 -3.632 -1.631
H 3.487 -1.550 -2.754
C -2.042 4.859 -3.984
C -2.687 5.942 -4.529
C -3.989 5.839 -4.948
C -4.658 4.551 -5.062
C -3.842 3.427 -4.785
C -2.603 3.625 -4.154
N -6.101 4.317 -5.410
O -6.756 5.409 -5.443
O -6.477 3.183 -5.532
H -1.084 4.964 -3.497
H -2.208 6.910 -4.538
H -4.528 6.747 -5.172
H -4.229 2.426 -4.910
H -2.023 2.787 -3.798
C -2.709 -1.125 7.870
C -2.102 -2.147 7.082
C -0.981 -1.984 6.320
C -0.330 -0.694 6.305
C -0.882 0.334 7.106
C -1.976 0.095 7.920
N 0.936 -0.480 5.658
O 1.464 -1.463 5.090
O 1.604 0.564 5.684
H -3.632 -1.276 8.411
H -2.606 -3.099 6.997
H -0.586 -2.854 5.817
H -0.483 1.337 7.110
H -2.318 0.939 8.500
C -3.287 1.108 1.368
C -3.611 1.567 0.114
C -3.156 2.816 -0.179
C -2.256 3.554 0.656
C -2.010 3.101 1.889
C -2.439 1.797 2.204
N -1.674 4.798 0.121
O -1.791 5.111 -1.045
O -0.809 5.365 0.840
H -3.823 0.320 1.877
H -4.313 1.116 -0.571
H -3.242 3.006 -1.239
H -1.477 3.650 2.651
H -2.168 1.502 3.206
```

**Molar mass**: 1600.4 g/mol
**Highest occupied orbital energy**: -9.759 eV
**Charge**: 0
**Energy**: -5677.917493 hartree
**HOMO-LUMO gap**: 8.17 eV
**Relative energy (zero: lowest compared OMol25 entry of this formula, charge and spin)**: 194.4 kcal/mol

=====

# 2
The following is a quantum chemistry calculation of a structure of composition C28H33BrO2OsPS2, from OMol25.

Geometry as XYZ:
```
68
Properties=species:S:1:pos:R:3
Os -0.265 -0.019 0.549
C 5.984 4.020 0.057
C 4.721 4.862 -0.119
C 4.771 5.538 -1.496
C 4.695 5.934 0.979
C 3.454 4.014 -0.027
C 3.487 2.643 0.148
C 2.278 1.974 0.222
Br 2.264 0.071 0.455
C 1.035 2.569 0.119
O -0.116 1.868 0.211
C 0.984 3.966 -0.070
C 2.198 4.631 -0.130
C -0.359 4.694 -0.187
C -1.164 4.141 -1.375
C -0.161 6.194 -0.422
C -1.162 4.527 1.115
H 6.860 4.668 0.005
H 6.085 3.270 -0.730
H 6.005 3.518 1.026
H 5.676 6.141 -1.582
H 3.915 6.196 -1.654
H 4.779 4.794 -2.295
H 5.606 6.534 0.934
H 4.637 5.478 1.969
H 3.848 6.612 0.867
H 4.417 2.100 0.234
H 2.182 5.701 -0.270
H -0.580 4.192 -2.296
H -2.062 4.746 -1.514
H -1.469 3.109 -1.215
H 0.393 6.394 -1.341
H 0.356 6.674 0.411
H -1.139 6.667 -0.517
H -1.390 3.483 1.320
H -2.105 5.073 1.031
H -0.610 4.937 1.963
S -2.257 -0.009 -0.735
P -3.399 0.370 0.922
S -1.824 0.296 2.236
C -4.208 1.964 0.855
C -4.421 2.595 -0.366
C -5.066 3.823 -0.394
C -5.481 4.415 0.790
C -5.257 3.787 2.009
C -4.622 2.558 2.047
C -4.647 -0.862 1.280
C -4.261 -2.094 1.812
C -5.219 -3.059 2.065
C -6.557 -2.800 1.787
C -6.941 -1.577 1.258
C -5.989 -0.601 1.006
H -4.071 2.143 -1.286
H -5.236 4.319 -1.340
H -5.978 5.376 0.765
H -5.575 4.257 2.930
H -4.444 2.070 2.998
H -3.220 -2.285 2.044
H -4.927 -4.011 2.487
H -7.304 -3.555 1.994
H -7.982 -1.378 1.047
H -6.291 0.356 0.601
C -0.379 -3.005 -0.932
C -0.282 -1.953 0.093
O -0.205 -2.044 1.305
H -1.398 -3.400 -0.908
H 0.308 -3.815 -0.691
H -0.187 -2.597 -1.920
```

**Molar mass**: 766.8 g/mol
**Highest occupied orbital energy**: -10.964 eV
**Charge**: +1
**Energy**: -5039.495941 hartree
**HOMO-LUMO gap**: 7.00 eV
**Relative energy (zero: lowest compared OMol25 entry of this formula, charge and spin)**: 0.0 kcal/mol

=====

# 3
The following is a quantum chemistry calculation of a cluster of 5 separate species, C40H56BrN3O19 in total at a distorted geometry, from OMol25.

Geometry as XYZ:
```
119
Properties=species:S:1:pos:R:3
C 5.411 -3.013 1.439
C 6.097 -3.140 0.095
O 5.246 -3.115 -1.033
C 4.396 -1.989 -1.149
C 2.938 -2.401 -0.935
C 1.999 -1.219 -0.834
C 1.386 -0.914 0.410
C 1.611 -1.827 1.593
C 0.717 -3.100 1.497
C -0.065 -3.371 2.780
N -1.405 -2.773 2.691
C 0.510 0.188 0.552
C -0.185 0.509 1.863
C 0.306 1.712 2.679
O -0.522 2.426 3.161
N 1.680 2.048 2.868
C 2.559 0.938 3.230
C 2.216 2.867 1.784
C 0.240 0.957 -0.595
C 0.836 0.672 -1.829
C 1.716 -0.418 -1.974
C 2.293 -0.707 -3.342
O 2.218 -2.097 -3.633
O 2.612 -2.272 -4.988
C 0.484 1.558 -2.972
O 1.272 1.904 -3.812
C -0.925 2.009 -2.977
Br -1.770 2.199 -4.653
C -1.517 2.295 -1.821
C -2.902 2.773 -1.611
C -3.745 1.801 -0.755
N -3.160 0.465 -0.682
C -3.859 -0.393 0.297
C -3.810 0.120 1.735
C -3.267 -0.231 -1.942
C -2.150 -1.185 -2.224
O -4.188 -0.071 -2.687
C -0.701 2.114 -0.587
O -0.794 2.896 0.318
H 4.623 -3.758 1.552
H 6.113 -3.151 2.255
H 4.950 -2.037 1.579
H 6.896 -2.400 0.042
H 6.576 -4.116 0.076
H 4.679 -1.179 -0.478
H 4.501 -1.627 -2.169
H 2.642 -3.075 -1.724
H 2.923 -2.994 -0.033
H 2.647 -2.131 1.609
H 1.340 -1.342 2.511
H 1.283 -3.976 1.198
H -0.026 -2.927 0.720
H -0.147 -4.456 2.903
H 0.441 -2.988 3.663
H -1.911 -2.960 3.548
H -1.927 -3.247 1.961
H -0.247 -0.380 2.482
H -1.211 0.759 1.642
H 1.984 0.186 3.757
H 3.073 0.511 2.367
H 3.306 1.310 3.926
H 2.125 2.400 0.802
H 1.774 3.856 1.791
H 3.277 3.006 1.980
H 1.738 -0.200 -4.116
H 3.328 -0.358 -3.426
H 3.497 -1.880 -5.040
H -2.868 3.722 -1.084
H -3.432 2.945 -2.540
H -4.762 1.773 -1.151
H -3.829 2.220 0.241
H -3.353 -1.359 0.268
H -4.879 -0.596 -0.036
H -4.813 0.418 2.039
H -3.518 -0.677 2.408
H -3.189 0.999 1.854
H -1.498 -1.277 -1.359
H -2.534 -2.163 -2.496
H -1.549 -0.814 -3.050
O -2.920 6.197 7.890
C -2.601 5.613 6.905
O -2.907 6.006 5.645
C -2.166 5.189 4.726
C -1.895 3.949 5.547
O -1.882 4.467 6.886
H -2.751 4.994 3.832
H -1.250 5.713 4.448
H -2.695 3.212 5.464
H -0.949 3.479 5.303
O -4.124 -3.862 0.954
C -5.253 -3.995 0.596
O -5.806 -3.264 -0.393
C -7.072 -3.837 -0.734
C -7.430 -4.574 0.544
O -6.139 -4.880 1.095
H -7.783 -3.061 -0.999
H -6.937 -4.507 -1.584
H -7.969 -3.943 1.252
H -7.994 -5.487 0.375
O -6.410 3.722 -2.805
C -5.796 4.700 -3.078
O -4.857 5.265 -2.279
C -4.172 6.271 -3.032
C -5.193 6.625 -4.094
O -5.929 5.405 -4.226
H -3.907 7.108 -2.391
H -3.263 5.836 -3.453
H -5.875 7.414 -3.772
H -4.747 6.902 -5.045
O 9.210 -1.771 -0.322
C 9.424 -2.355 -1.332
O 9.027 -1.942 -2.559
C 9.654 -2.775 -3.538
C 9.947 -4.034 -2.747
O 10.094 -3.528 -1.417
H 8.985 -2.939 -4.379
H 10.561 -2.281 -3.890
H 9.116 -4.741 -2.765
H 10.856 -4.540 -3.062
```

**Molar mass**: 962.8 g/mol
**SMILES string**: CCOCCc1c(CCCN)c(CC(=O)N(C)C)c2c(c1COO)C(=O)C(Br)=C(CCN(CC)C(C)=O)C2=O.O=C1OCCO1.O=C1OCCO1.O=C1OCCO1.O=C1OCCO1
**Highest occupied orbital energy**: -8.837 eV
**Charge**: 0
**Energy**: -5725.544116 hartree
**HOMO-LUMO gap**: 8.12 eV